[1]
Molecular formula: C61H43F9FeP2Si
Method: DFT, the ωB97M-V functional and the def2-TZVPD basis

The LUMO energy (spin up / spin down) is -2.5 / -3.8 eV. As for the electronic energy: -5484.861020 a.u. The expectation value of S² is 8.81. Its net charge is +1. The calculation puts the orbital gap (spin up / spin down) at 7.16 / 7.07 eV. The spin multiplicity is 6. The calculation puts the HOMO energy (spin up / spin down) at -9.671 / -10.872 eV.

```
117
Properties=species:S:1:pos:R:3:forces:R:3
Fe 0.48811 -0.00731 -0.08565 0.0 -0.2 -0.5
C -0.29645 -5.80962 -2.96530 0.0 0.1 0.0
C -0.69054 -4.70342 -3.70077 0.0 -0.1 -0.1
C -0.89233 -3.48410 -3.07808 -0.1 0.1 0.2
C -0.70443 -3.36084 -1.70156 0.4 0.1 0.2
C -0.29436 -4.47538 -0.97184 -0.1 0.1 0.1
C -0.09998 -5.69244 -1.59854 0.0 -0.1 0.0
P -0.93228 -1.77273 -0.81719 -1.0 -0.5 -0.9
C -1.00726 -0.62495 -2.25503 0.2 0.1 0.2
C 0.25099 -0.22551 -2.73888 -0.1 -0.3 0.2
C 0.34834 0.62841 -3.82116 0.0 0.2 -0.1
C -0.80747 1.11103 -4.42200 0.2 0.0 0.0
C -2.05053 0.72267 -3.94927 -0.1 -0.1 0.0
C -2.15753 -0.14190 -2.86917 0.1 0.0 0.1
C -2.62537 -1.87837 -0.13470 0.2 -0.3 0.0
C -3.49402 -2.85629 -0.57280 0.4 0.3 0.0
C -4.79774 -2.93838 -0.07139 -0.3 0.1 0.2
C -5.24787 -2.01130 0.82933 0.0 -0.2 -0.2
C -4.39302 -0.99985 1.31073 0.4 0.0 -0.1
C -4.84301 -0.02392 2.22705 0.1 0.2 0.2
C -3.99551 0.92690 2.71702 -0.3 -0.2 -0.1
C -2.62517 0.89802 2.39440 0.3 -0.2 -0.3
C -2.16945 -0.05440 1.51876 0.2 0.2 0.3
C -3.03605 -0.97307 0.88810 -0.4 -0.1 -0.1
H -0.14280 -6.75800 -3.45707 0.0 -0.1 0.0
H -0.84594 -4.79068 -4.76595 0.0 0.0 -0.1
H -1.20589 -2.63412 -3.66564 0.0 0.0 -0.1
H -0.12194 -4.39471 0.09186 0.1 0.0 0.1
H 0.20842 -6.55035 -1.02046 0.0 0.0 0.1
H 1.16079 -0.65584 -2.29786 -0.1 0.0 -0.2
H 1.31813 0.91208 -4.20378 0.1 0.0 0.0
H -0.73336 1.78610 -5.26010 0.0 0.0 -0.1
H -2.94512 1.08790 -4.43204 -0.1 0.0 0.0
H -3.12854 -0.45069 -2.50930 -0.1 0.0 0.1
H -3.17239 -3.57445 -1.31326 0.0 0.0 -0.1
H -5.44694 -3.73052 -0.41206 -0.1 0.0 0.0
H -6.26144 -2.05111 1.19937 -0.1 0.0 0.0
H -5.88073 -0.03072 2.52477 -0.1 0.0 0.0
H -4.36742 1.69610 3.37759 -0.1 0.1 0.1
H -1.09555 -0.18720 1.38723 -0.3 0.1 0.2
F 4.90158 6.27280 -0.25507 0.0 -0.1 0.1
C 3.96098 6.16290 -1.21005 0.2 0.1 0.0
F 3.48344 7.39675 -1.42336 -0.2 0.0 0.1
F 4.58987 5.78718 -2.32915 -0.1 -0.2 -0.1
C 2.87852 5.19962 -0.79510 0.0 -0.1 -0.1
C 2.10436 5.50997 0.31777 0.0 0.0 -0.1
C 1.13050 4.62872 0.74863 0.1 0.0 0.0
C 0.92812 3.43034 0.06933 0.2 -0.5 -0.2
C 1.69596 3.14316 -1.05572 -0.2 -0.1 0.2
C 2.67349 4.01710 -1.49182 0.1 0.3 0.0
P -0.35438 2.17896 0.48568 -0.3 1.9 0.4
C -0.41722 2.19266 2.30031 0.3 -0.4 -0.1
C 0.75570 2.32195 3.00173 -0.2 0.1 -0.5
C 0.78327 2.36612 4.39163 0.0 0.0 0.2
C -0.41237 2.14625 5.10659 -0.3 0.0 0.2
C -1.58040 1.86087 4.47954 0.3 0.2 0.1
C -1.73182 1.97553 2.99703 0.0 0.0 0.0
C -0.35190 2.24483 6.61045 -0.1 0.0 0.2
F -1.55260 2.47656 7.15308 -0.2 -0.1 0.0
F 0.45080 3.24412 6.99930 0.1 0.1 -0.1
F 0.12499 1.12841 7.18459 0.1 -0.2 -0.1
C -1.78550 3.26780 0.03831 -0.1 -0.6 -0.3
C -2.20090 4.33940 0.82760 0.1 -0.1 0.0
C -3.20271 5.18509 0.38791 0.0 0.0 -0.2
C -3.78049 4.98106 -0.85879 0.0 0.0 -0.1
C -3.36719 3.92593 -1.65941 -0.1 0.2 0.1
C -2.37660 3.07300 -1.20566 0.1 -0.1 0.2
C -4.88535 5.89622 -1.32288 -0.3 0.1 0.0
F -6.07568 5.51562 -0.82286 0.0 -0.1 0.1
F -5.01925 5.90868 -2.65386 0.2 -0.1 -0.2
F -4.69647 7.16287 -0.93556 0.2 0.1 0.1
H 2.26840 6.44303 0.83569 0.0 0.1 0.1
H 0.54243 4.87555 1.61955 0.0 0.0 0.1
H 1.51654 2.21461 -1.59187 0.1 0.1 -0.1
H 3.27066 3.78852 -2.36112 0.1 0.0 -0.1
H 1.68759 2.43198 2.46128 0.1 0.1 0.0
H 1.70068 2.57362 4.91434 0.2 0.0 0.1
H -2.46849 1.63247 5.04606 -0.1 0.0 0.1
H -2.34287 2.88928 2.85296 0.1 -0.1 0.0
H -1.73862 4.54221 1.78308 0.1 0.0 0.0
H -3.52593 6.01282 1.00142 0.0 0.1 0.0
H -3.81060 3.78298 -2.63283 0.0 0.0 -0.1
H -2.04772 2.25270 -1.82862 0.0 0.0 0.0
C -1.48255 -2.35746 4.84955 0.0 0.0 0.0
C -0.44860 -1.47958 5.13027 -0.2 -0.1 0.1
C 0.50246 -1.19548 4.16684 0.1 0.0 -0.1
C 0.44506 -1.79085 2.91043 0.6 0.2 -0.4
C -0.60347 -2.67290 2.64780 0.2 0.0 -0.1
C -1.55898 -2.95685 3.60181 -0.2 -0.1 0.0
Si 1.66066 -1.37938 1.50499 0.5 -0.2 0.0
C 2.32688 -3.03167 0.81278 -0.4 0.6 0.3
C 2.32392 -4.16387 1.62396 0.0 0.1 0.0
C 2.83116 -5.36664 1.16764 0.0 -0.2 0.0
C 3.34589 -5.46156 -0.11485 0.0 0.0 0.0
C 3.34188 -4.34876 -0.94065 0.1 0.0 -0.1
C 2.83343 -3.14798 -0.47963 0.0 0.1 0.1
C 3.09752 -0.20225 1.93356 -0.7 -0.6 0.1
C 3.42481 0.81524 1.04199 -0.2 -0.1 -0.2
C 4.43880 1.71149 1.31879 0.1 0.2 0.0
C 5.13962 1.60151 2.51040 0.0 0.1 -0.1
C 4.83651 0.58271 3.39858 0.1 0.0 0.2
C 3.82573 -0.31769 3.10989 0.1 0.1 0.0
H -2.22513 -2.57197 5.60213 -0.1 0.0 0.1
H -0.38722 -1.02213 6.10400 0.0 0.1 0.1
H 1.30538 -0.50980 4.39537 0.1 0.1 0.1
H -0.67191 -3.14053 1.67240 0.0 -0.1 0.0
H -2.36536 -3.63891 3.37089 -0.1 -0.1 0.0
H 1.92419 -4.09821 2.62500 0.0 0.0 0.2
H 2.83064 -6.22858 1.81828 0.0 -0.1 0.0
H 3.75335 -6.39719 -0.46668 0.0 -0.1 -0.1
H 3.73964 -4.41857 -1.94252 0.0 0.0 -0.1
H 2.83619 -2.28133 -1.13032 0.0 0.1 -0.1
H 2.86143 0.89339 0.10530 0.2 0.1 0.2
H 4.68297 2.49470 0.61603 0.0 0.1 -0.1
H 5.92347 2.30606 2.74136 0.1 0.1 0.0
H 5.39313 0.48776 4.31856 0.1 0.0 0.1
H 3.60534 -1.11965 3.79743 0.0 -0.1 0.2
```
Forces are in eV/Å.

***

[2]
Molecular formula: C4H5N3
Method: DFT, the ωB97M-V functional and the def2-TZVPD basis

The LUMO energy is 0.2 eV. As for the electronic energy: -319.568073 a.u. Its structure (SMILES) is C=Cn1ccnn1. The value obtained for the energy above the lowest of the compared OMol25 structures with the same formula, charge and spin is 378.43 kJ/mol. The calculation puts the orbital gap at 9.24 eV. The spin multiplicity is 1. The calculation puts the HOMO energy at -9.066 eV.

```
12
Properties=species:S:1:pos:R:3:forces:R:3
C 0.45240 -2.10906 -0.72237 2.7 -2.6 -0.2
C 1.03333 -1.28202 0.15616 -3.3 3.3 0.1
C -1.06824 2.12090 0.36397 6.7 -5.0 2.1
C 0.06802 1.16629 0.64956 -4.2 3.7 -0.8
N -0.43897 -1.48985 -1.48342 -1.2 1.0 0.1
N -0.59587 -0.29786 -0.99151 -0.5 -0.3 -0.7
N 0.21777 -0.12117 0.05293 -0.3 -0.1 -1.6
H 0.84246 -3.13064 -0.84815 -0.7 0.5 -0.4
H 1.58548 -1.32191 1.00095 2.1 -0.7 2.1
H -1.16649 3.04871 0.82535 0.7 1.3 1.2
H -1.79237 1.97423 -0.33100 -1.8 -1.2 -2.0
H 0.86248 1.44239 1.32755 -0.2 0.0 0.1
```
Forces are in eV/Å.

***

[3]
Molecular formula: C5H10O2
Method: DFT, the ωB97M-V functional and the def2-TZVPD basis

The LUMO energy is 0.7 eV. As for the electronic energy: -346.816517 a.u. The value obtained for the energy above the lowest of the compared OMol25 structures with the same formula, charge and spin is 548.51 kJ/mol. The calculation puts the orbital gap at 8.25 eV. The spin multiplicity is 1. The calculation puts the HOMO energy at -7.533 eV.

```
17
Properties=species:S:1:pos:R:3:forces:R:3
C -1.98249 -0.59500 -0.10062 -0.1 0.0 0.0
C -0.79233 0.22949 0.29885 -0.1 -0.2 0.1
O -0.60870 1.39562 -0.51635 0.0 0.1 0.0
C -0.20966 0.38019 1.67030 -0.1 0.0 0.1
C 0.48283 -0.51954 0.66067 0.0 0.2 -0.1
C 2.09542 -0.61640 -1.10378 0.2 -0.1 -0.1
O 1.61587 0.32774 -0.11851 -0.1 0.0 0.0
H -2.94675 -0.14185 0.15672 0.1 0.0 0.0
H -1.94841 -0.75390 -1.18602 0.0 0.0 0.2
H -1.90266 -1.57169 0.38478 -0.1 0.1 0.0
H -1.04218 2.13964 -0.07712 0.1 -0.2 -0.2
H 0.14926 1.37953 1.92261 0.0 -0.2 -0.1
H -0.63347 -0.15593 2.51819 0.0 0.1 -0.1
H 2.62473 -1.38132 -0.54128 0.0 0.1 -0.1
H 1.23856 -1.07815 -1.59743 0.2 0.1 0.0
H 2.75246 -0.09773 -1.80676 -0.1 0.0 0.1
H 1.10754 1.05928 -0.56426 0.0 -0.2 0.2
```
Forces are in eV/Å.